(P)
The following is a DFT calculation (ωB97M-V/def2-TZVPD) of a gas-phase ion, C3H4N3O2S (charge -1).

Element x y z (Å)
C (0.23, 1.89, -0.86)
C (0.03, 0.45, 0.69)
C (0.22, -0.28, -0.46)
N (0.04, 1.79, 0.43)
N (0.34, 0.68, -1.45)
N (-0.08, -0.07, 1.98)
O (0.95, -2.73, 0.18)
O (-1.43, -2.27, -0.35)
S (-0.01, -2.12, -0.79)
H (0.29, 2.82, -1.40)
H (0.48, 0.48, -2.43)
H (-0.27, -1.06, 1.92)
H (-0.77, 0.42, 2.54)

Results
**Spin multiplicity**: 1
**E_LUMO**: 3.62 eV
**E_HOMO**: -3.6 eV
**Charge**: -1
**Kohn-Sham gap**: 7.3 eV


(Q)
The following is a DFT calculation (ωB97M-V/def2-TZVPD) of a gas-phase ion, C3H4N3O2S (charge -1).

Element x y z (Å)
C (1.15, 0.00, -0.45)
C (-0.90, -0.72, 0.89)
C (-1.81, 0.23, 1.56)
N (0.21, -0.06, 0.30)
N (2.24, 0.32, -0.99)
N (2.51, 0.48, -2.31)
O (2.16, -0.36, -3.13)
O (3.28, 1.36, -2.56)
S (-3.56, -0.18, 1.82)
H (-0.61, -1.64, 1.53)
H (-1.39, -1.22, 0.03)
H (-1.41, 0.68, 2.53)
H (-1.87, 1.10, 0.78)

Results
**Spin multiplicity**: 1
**E_LUMO**: 2.70 eV
**Structure (SMILES)**: O=[N+]([O-])N=C=NCC[S-]
**E_HOMO**: -2.9 eV
**Charge**: -1
**Kohn-Sham gap**: 5.6 eV


Q: Which of them is the most stable? A: (P).


(P)
The following is a DFT calculation (ωB97M-V/def2-TZVPD) of a molecular structure, C15H21NO4S.

Element x y z (Å)
C (-2.00, 0.84, 3.42)
H (-2.29, 1.92, 3.23)
O (-0.81, 0.75, 2.39)
C (-0.06, -0.37, 2.49)
C (-0.24, -1.45, 3.27)
C (0.33, -2.68, 3.23)
C (1.38, -2.66, 2.52)
C (1.96, -1.64, 1.64)
C (1.16, -0.50, 1.72)
C (1.58, 0.79, 0.94)
O (2.62, 0.63, 0.44)
O (0.70, 1.52, 0.74)
C (1.18, 2.98, 0.12)
H (2.02, 3.02, 0.22)
H (0.52, 3.64, 0.40)
C (0.81, 2.77, -1.38)
O (1.19, 3.89, -2.08)
N (0.44, 1.62, -1.89)
H (0.28, 0.83, -1.48)
C (0.24, 1.30, -3.36)
H (0.80, 2.19, -3.87)
H (0.85, 0.38, -3.59)
C (-1.16, 0.93, -3.83)
C (-1.31, 0.61, -5.21)
H (-0.30, -0.37, -5.62)
H (-2.15, 0.44, -5.64)
H (-0.75, 1.65, -5.76)
C (-2.01, 2.09, -3.60)
H (-3.12, 1.96, -3.64)
H (-1.73, 3.13, -4.01)
H (-1.95, 2.35, -2.50)
H (-1.29, 0.12, -3.18)
H (2.70, -1.57, 1.01)
H (2.18, -3.53, 2.36)
S (-0.20, -4.07, 4.13)
C (0.94, -5.51, 3.62)
H (2.17, -5.06, 4.06)
H (0.79, -5.61, 2.75)
H (0.68, -6.29, 4.34)
H (-1.42, -1.77, 3.87)
H (-2.84, 0.23, 3.16)
H (-1.87, 0.50, 4.59)

Results
**Spin multiplicity**: 1
**E_LUMO**: 0.51 eV
**E_HOMO**: -8.2 eV
**Kohn-Sham gap**: 8.7 eV


(Q)
The following is a DFT calculation (ωB97M-V/def2-TZVPD) of a single C15H21NO4S molecule.

Element x y z (Å)
C (0.48, 1.73, 0.97)
H (-0.25, 2.52, 0.83)
H (1.00, 1.91, 1.91)
H (-0.05, 0.79, 1.05)
C (1.47, 1.72, -0.19)
H (0.94, 1.49, -1.12)
H (1.92, 2.70, -0.29)
C (2.59, 0.69, 0.02)
N (2.01, -0.64, 0.13)
C (2.02, -1.36, 1.26)
O (2.61, -1.04, 2.27)
C (1.25, -2.68, 1.20)
H (0.60, -2.72, 2.08)
H (1.96, -3.51, 1.23)
O (0.47, -2.87, 0.02)
C (-0.67, -2.18, -0.07)
O (-1.04, -1.39, 0.76)
C (-1.42, -2.51, -1.34)
C (-2.41, -1.39, -1.66)
C (-3.42, -1.29, -0.53)
O (-4.02, -2.28, -0.14)
C (-3.66, 0.02, 0.05)
C (-4.52, 0.29, 1.09)
C (-4.52, 1.64, 1.46)
C (-3.67, 2.39, 0.71)
S (-2.85, 1.46, -0.47)
H (-3.47, 3.44, 0.77)
H (-5.12, 2.05, 2.25)
H (-5.11, -0.47, 1.55)
H (-2.95, -1.64, -2.58)
H (-1.89, -0.44, -1.81)
H (-1.97, -3.43, -1.15)
H (-0.71, -2.69, -2.15)
H (1.51, -0.98, -0.68)
C (3.63, 0.70, -1.11)
C (4.53, 1.93, -1.06)
H (3.97, 2.84, -1.23)
H (5.03, 2.00, -0.10)
H (5.30, 1.86, -1.83)
H (4.25, -0.19, -1.01)
H (3.12, 0.66, -2.07)
H (3.08, 0.87, 0.98)

Results
**Spin multiplicity**: 1
**E_LUMO**: 0.15 eV
**Structure (SMILES)**: CCC(CC)NC(=O)COC(=O)CCC(=O)c1cccs1
**E_HOMO**: -9.2 eV
**Kohn-Sham gap**: 9.4 eV


Q: Which of them is the most stable? A: (Q).


(P)
The following is a DFT calculation (ωB97M-V/def2-TZVPD) of 4 unconnected molecules or ions with the total composition C8H24O4.

Element x y z (Å)
C (2.54, 3.13, 2.06)
C (1.66, 2.19, 1.23)
O (0.49, 1.78, 1.81)
H (2.70, 2.62, 3.00)
H (1.97, 4.03, 2.32)
H (3.45, 3.35, 1.50)
H (2.26, 1.28, 1.15)
H (1.45, 2.40, 0.19)
H (0.02, 1.21, 1.20)
C (1.21, -2.68, -3.20)
C (-0.24, -3.29, -3.15)
O (-1.15, -2.49, -2.42)
H (1.34, -1.91, -3.96)
H (1.88, -3.45, -3.58)
H (1.57, -2.31, -2.24)
H (-0.24, -4.31, -2.77)
H (-0.71, -3.46, -4.12)
H (-0.81, -2.44, -1.53)
C (0.11, -1.97, 2.49)
C (0.59, -1.66, 1.18)
O (-0.35, -1.58, 0.17)
H (-0.47, -1.16, 2.95)
H (0.91, -2.10, 3.22)
H (-0.46, -2.89, 2.49)
H (1.41, -2.35, 0.93)
H (1.11, -0.71, 1.07)
H (-0.90, -0.83, 0.41)
C (-2.65, 2.96, -0.37)
C (-2.00, 1.65, -0.60)
O (-1.90, 0.88, 0.54)
H (-2.00, 3.48, 0.33)
H (-3.57, 2.84, 0.19)
H (-2.84, 3.69, -1.15)
H (-1.05, 1.68, -1.12)
H (-2.70, 1.22, -1.32)
H (-2.61, 1.20, 1.09)

Results
**Spin multiplicity**: 1
**E_LUMO**: 0.73 eV
**Structure (SMILES)**: CCO.CCO.CCO.CCO
**E_HOMO**: -9.6 eV
**Kohn-Sham gap**: 10.3 eV


(Q)
The following is a DFT calculation (ωB97M-V/def2-TZVPD) of 4 unconnected molecules or ions with the total composition C8H24O4.

Element x y z (Å)
C (-1.59, 0.39, -0.56)
C (-0.14, 0.24, -0.12)
O (-0.14, 0.50, 1.20)
H (-1.63, 0.28, -1.64)
H (-1.86, 1.44, -0.46)
H (-2.15, -0.31, 0.07)
H (0.52, 1.01, -0.51)
H (0.31, -0.72, -0.40)
H (-0.13, 1.45, 1.31)
C (2.61, 0.39, 2.97)
C (2.69, -0.76, 2.06)
O (3.93, -1.47, 2.02)
H (1.66, 0.93, 3.00)
H (3.38, 1.09, 2.64)
H (2.91, 0.04, 3.96)
H (2.45, -0.60, 1.01)
H (1.94, -1.46, 2.42)
H (3.91, -2.33, 1.60)
C (-1.39, -4.75, -1.30)
C (-0.89, -3.81, -2.43)
O (-1.59, -4.07, -3.63)
H (-0.71, -4.56, -0.47)
H (-1.22, -5.81, -1.46)
H (-2.40, -4.60, -0.91)
H (0.14, -4.05, -2.72)
H (-0.65, -2.83, -2.03)
H (-2.52, -3.90, -3.51)
C (-0.01, 4.49, -0.68)
C (-1.44, 4.25, -0.20)
O (-1.27, 3.31, 0.84)
H (0.64, 5.02, 0.01)
H (0.07, 5.15, -1.54)
H (0.54, 3.62, -1.03)
H (-2.01, 3.85, -1.05)
H (-1.96, 5.17, 0.06)
H (-1.98, 3.38, 1.48)

Results
**Spin multiplicity**: 1
**E_LUMO**: 0.61 eV
**Structure (SMILES)**: CCO.CCO.CCO.CCO
**E_HOMO**: -9.7 eV
**Kohn-Sham gap**: 10.3 eV


Q: Which of them is the most stable? A: (P).


(P)
The following is a DFT calculation (ωB97M-V/def2-TZVPD) of a single C5H7Cl2N molecule.

Element x y z (Å)
C (0.70, 0.38, -0.38)
C (-0.35, -0.10, 0.22)
C (-0.33, -1.04, 1.39)
C (-1.82, -1.31, 1.70)
C (-1.84, 0.09, -0.12)
H (0.26, -1.98, 1.15)
H (0.14, -0.63, 2.28)
H (-2.15, -0.53, 2.43)
H (-2.03, -2.32, 2.06)
H (-2.22, -1.85, -0.19)
H (-1.99, 0.21, -1.24)
H (-2.22, 0.96, 0.43)
N (-2.51, -1.08, 0.41)
Cl (2.34, -0.04, 0.14)
Cl (0.59, 1.54, -1.71)

Results
**Spin multiplicity**: 1
**E_LUMO**: 0.69 eV
**Structure (SMILES)**: ClC(Cl)=C1CCNC1
**E_HOMO**: -9.3 eV
**Kohn-Sham gap**: 10.0 eV


(Q)
The following is a DFT calculation (ωB97M-V/def2-TZVPD) of a molecular structure, C5H7Cl2N.

Element x y z (Å)
C (-0.24, 0.05, -1.11)
C (-1.49, 0.46, -1.69)
C (-0.17, -0.12, 0.41)
C (0.35, 1.30, 1.18)
C (-1.40, 0.23, 1.26)
H (-2.53, 0.32, -1.19)
H (-1.45, 0.58, -2.76)
H (1.54, 1.91, 1.39)
H (-0.20, 2.27, 0.50)
H (-1.06, 1.41, 3.07)
H (-2.05, -0.79, 1.44)
H (-1.99, 1.04, 0.75)
N (-0.51, 0.68, 2.32)
Cl (1.19, 0.24, -1.97)
Cl (0.52, -1.60, 0.81)

Results
**Spin multiplicity**: 1
**E_LUMO**: 0.51 eV
**E_HOMO**: -9.3 eV
**Kohn-Sham gap**: 9.8 eV


Q: Which of them is the most stable? A: (P).


(P)
The following is a DFT calculation (ωB97M-V/def2-TZVPD) of a gas-phase ion, C2H4NO3 (charge -1).

Element x y z (Å)
N (-1.26, 0.58, -0.70)
C (0.10, 1.02, -0.83)
O (0.99, 0.30, -0.14)
O (0.35, 2.07, -1.40)
H (-1.31, -0.28, -0.10)
H (-1.86, 1.40, -0.64)
O (-0.42, -1.62, 0.85)
C (0.75, -1.10, 0.82)
H (1.14, -0.63, 1.78)
H (1.52, -1.74, 0.37)

Results
**Spin multiplicity**: 1
**E_LUMO**: 4.41 eV
**Structure (SMILES)**: NC(=O)OC[O-]
**E_HOMO**: -4.1 eV
**Charge**: -1
**Kohn-Sham gap**: 8.5 eV


(Q)
The following is a DFT calculation (ωB97M-V/def2-TZVPD) of 2 unconnected molecules or ions with the total composition C2H4NO3.

Element x y z (Å)
C (1.46, 0.04, 0.35)
N (0.74, -0.20, 1.48)
O (2.66, -0.18, 0.31)
H (0.83, 0.25, -0.51)
H (-0.25, -0.43, 1.44)
H (1.30, -0.90, 1.97)
O (-1.16, 1.33, -1.90)
C (-1.65, 0.41, -1.25)
O (-1.37, -0.26, -0.20)
H (-2.57, -0.07, -1.71)

Results
**Spin multiplicity**: 1
**E_LUMO**: 4.25 eV
**E_HOMO**: -4.2 eV
**Charge**: -1
**Kohn-Sham gap**: 8.4 eV


Q: Which of them is the most stable? A: (Q).


(P)
The following is a DFT calculation (ωB97M-V/def2-TZVPD) of 2 unconnected molecules or ions with the total composition C3H7O.

Element x y z (Å)
O (-2.29, -0.67, -0.24)
H (-1.89, -1.48, -0.59)
C (1.31, 1.34, -0.53)
C (0.76, 0.13, -0.17)
C (0.80, -0.51, 1.07)
H (1.15, 1.77, -1.51)
H (-1.52, -0.34, 0.26)
H (2.03, 1.85, 0.11)
H (0.40, -0.49, -1.00)
H (0.12, -1.35, 1.23)
H (1.55, -0.36, 1.82)

Results
**Spin multiplicity**: 1
**E_LUMO**: 4.58 eV
**E_HOMO**: -1.0 eV
**Charge**: -1
**Kohn-Sham gap**: 5.6 eV


(Q)
The following is a DFT calculation (ωB97M-V/def2-TZVPD) of a gas-phase ion, C3H7O (charge -1).

Element x y z (Å)
C (0.97, 0.40, -0.75)
O (2.03, 1.27, -0.79)
C (-0.17, 0.56, 0.28)
C (-0.93, -0.76, 0.53)
H (1.47, -0.65, -0.50)
H (0.44, 0.37, -1.88)
H (-0.82, 1.25, -0.20)
H (0.20, 0.94, 1.28)
H (-0.26, -1.56, 1.20)
H (-1.07, -1.33, -0.31)
H (-1.86, -0.50, 1.12)

Results
**Spin multiplicity**: 1
**E_LUMO**: 4.39 eV
**Structure (SMILES)**: CCC[O-]
**E_HOMO**: -1.9 eV
**Charge**: -1
**Kohn-Sham gap**: 6.3 eV


Q: Which of them is the most stable? A: (Q).


(P)
The following is a DFT calculation (ωB97M-V/def2-TZVPD) of a single O2 molecule.

Element x y z (Å)
O (0.00, 0.00, 0.69)
O (0.00, 0.00, -0.69)

Results
**Spin multiplicity**: 1
**E_LUMO**: -3.50 eV
**Structure (SMILES)**: O=O
**E_HOMO**: -11.3 eV
**Kohn-Sham gap**: 7.8 eV


(Q)
The following is a DFT calculation (ωB97M-V/def2-TZVPD) of a single O2 molecule.

Element x y z (Å)
O (0.00, 0.00, 0.60)
O (0.00, 0.00, -0.60)

Results
**Spin multiplicity**: 1
**E_LUMO**: -2.10 eV
**Structure (SMILES)**: O=O
**E_HOMO**: -10.0 eV
**Kohn-Sham gap**: 7.9 eV


Q: Which of them is the most stable? A: (Q).